The following is a quantum chemistry calculation of an isolated molecule of C2H3N3S2 in a non-equilibrium geometry, from OMol25.

Structure (XYZ):
```
10
Properties=species:S:1:pos:R:3:forces:R:3:nbo_charge:R:1
S 1.379 -1.390 0.974 1.353 1.373 -1.887 0.04
C -0.055 -0.504 0.541 0.118 1.631 1.671 -0.09
C -1.008 0.227 1.338 3.539 -4.305 -1.423 -0.08
N -1.719 0.916 0.536 -1.945 2.666 -2.021 -0.23
N -1.228 0.872 -0.681 -1.494 1.241 -0.383 -0.10
N -0.206 0.064 -0.664 0.986 -1.824 -1.400 -0.27
S 0.701 -0.342 -2.165 -2.825 -3.311 1.646 0.28
H 2.111 -0.555 -0.030 -0.834 -1.829 2.031 0.16
H -1.148 -0.069 2.314 -0.800 0.231 2.100 0.21
H 1.173 0.781 -2.162 1.903 4.127 -0.333 0.10
```
Positions in Å, forces in eV/Å.

Output
- SMILES string: Sc1cnnn1S
- Relative energy (zero: lowest compared OMol25 entry of this formula, charge and spin): 2.4864 eV
- DFT total energy: -1038.54624 Eh
- HOMO energy: -8.91 eV
- Orbital gap: 8.8 eV
- F_max: 5.75 eV/A


The following is a quantum chemistry calculation of an isolated molecule of C2H3N4OP, from OMol25.

Structure (XYZ):
```
11
Properties=species:S:1:pos:R:3:forces:R:3:nbo_charge:R:1
O 2.892 -0.257 0.779 -0.010 0.020 -0.026 -1.04
P 2.002 0.546 -0.077 -0.020 0.000 -0.049 1.51
C 0.233 0.075 -0.021 -0.030 0.038 0.054 -0.02
N -0.428 0.383 1.099 0.063 -0.011 -0.009 -0.16
N -1.672 -0.004 1.185 -0.073 0.036 -0.026 -0.17
C -2.172 -0.662 0.140 0.032 -0.080 0.046 0.17
N -1.529 -0.951 -0.985 -0.064 0.035 -0.023 -0.17
N -0.279 -0.565 -1.069 0.092 -0.027 0.002 -0.18
H 1.929 1.924 0.194 0.000 -0.014 0.040 -0.08
H 2.222 0.505 -1.463 0.015 -0.017 -0.001 -0.07
H -3.198 -0.995 0.218 -0.005 0.019 -0.008 0.21
```
Positions in Å, forces in eV/Å.

Output
- SMILES string: O=[PH2]c1nncnn1
- DFT total energy: -713.54635 Eh
- HOMO energy: -10.09 eV
- Orbital gap: 8.8 eV
- F_max: 0.10 eV/A


The following is a quantum chemistry calculation of a cluster of 2 separate species, C2H3N4S2 in total in a non-equilibrium geometry, from OMol25.

Structure (XYZ):
```
11
Properties=species:S:1:pos:R:3:forces:R:3:nbo_charge:R:1
C 0.778 -0.158 -0.264 -3.278 0.892 -1.511 0.17
C -1.638 -0.056 -0.675 -0.272 -0.034 -0.017 -0.46
N 2.607 0.549 0.704 0.952 -0.273 -1.742 -0.15
N 1.350 0.884 0.360 0.897 -2.791 0.347 -0.42
N 1.713 -1.048 -0.476 -0.158 -0.375 -0.203 -0.41
N 2.820 -0.581 0.082 1.288 0.525 1.978 -0.12
S -2.149 1.453 -0.142 0.370 0.406 -0.181 -0.32
S -2.292 -1.473 0.188 0.402 -1.002 -0.474 -0.01
H -1.722 -0.308 -1.778 0.890 0.276 1.392 0.21
H 1.064 1.781 0.565 -1.285 1.779 0.603 0.40
H -2.531 -1.043 1.435 0.195 0.596 -0.192 0.12
```
Positions in Å, forces in eV/Å.

Output
- Relative energy (zero: lowest compared OMol25 entry of this formula, charge and spin): 2.8023 eV
- DFT total energy: -1093.34172 Eh
- HOMO energy: -4.09 eV
- Orbital gap: 7.3 eV
- Total charge: -1
- F_max: 3.72 eV/A


The following is a quantum chemistry calculation of a cluster of 2 separate species, C2H3N5O in total in a non-equilibrium geometry, from OMol25.

Structure (XYZ):
```
11
Properties=species:S:1:pos:R:3:forces:R:3:nbo_charge:R:1
C 0.533 0.212 -0.930 0.538 -1.894 0.547 0.23
C -0.738 -0.646 1.548 1.875 1.901 1.615 -0.48
N 1.750 0.746 -0.815 -1.235 1.518 0.193 -0.51
N -0.203 0.787 -1.904 -0.553 -0.151 1.787 -0.50
N 1.630 1.894 -1.595 1.309 -0.657 0.372 -0.25
N 0.496 1.878 -2.192 -0.058 0.949 -1.562 -0.22
N -0.068 -1.382 0.516 0.657 -0.471 -2.731 -0.09
O -0.923 -2.080 -0.167 -0.244 -0.327 0.657 -0.67
H -1.395 0.164 1.165 0.038 -0.494 0.374 0.18
H -1.240 -1.396 2.172 -0.302 0.241 -0.031 0.16
H 0.156 -0.178 2.201 -2.024 -0.616 -1.220 0.15
```
Positions in Å, forces in eV/Å.

Output
- Relative energy (zero: lowest compared OMol25 entry of this formula, charge and spin): 1.1832 eV
- DFT total energy: -426.77018 Eh
- HOMO energy (spin up / spin down): 1.66 / 1.60 eV
- Orbital gap (spin up / spin down): 5.7 / 5.8 eV
- Total charge: -2
- F_max: 3.12 eV/A


The following is a quantum chemistry calculation of an isolated molecule of C2H3N5O in a non-equilibrium geometry, from OMol25.

Structure (XYZ):
```
11
Properties=species:S:1:pos:R:3:forces:R:3:nbo_charge:R:1
H -0.279 1.964 0.673 -3.050 -1.961 -2.440 0.39
N -1.175 1.463 0.142 0.153 -1.783 1.135 -0.65
C -0.966 0.158 -0.062 2.879 4.736 2.930 0.36
N -1.671 -0.928 -0.369 -5.018 4.672 -1.445 -0.75
C 0.477 -0.094 0.159 3.870 -2.034 -1.131 0.20
N 1.286 1.044 -0.258 -3.618 0.733 1.376 -0.24
N 2.437 0.718 -0.237 2.467 0.045 -1.674 0.20
O 2.565 -0.551 -0.121 0.050 -3.381 2.687 -0.17
N 1.271 -1.168 0.366 -1.076 4.019 -2.223 -0.12
H -2.678 -0.891 -0.158 0.783 0.031 -0.413 0.40
H -1.267 -1.714 -0.135 2.561 -5.076 1.198 0.39
```
Positions in Å, forces in eV/Å.

Output
- SMILES string: [H]/N=C(/N)c1nnon1
- Relative energy (zero: lowest compared OMol25 entry of this formula, charge and spin): 5.4044 eV
- DFT total energy: -426.85902 Eh
- HOMO energy: -9.84 eV
- Orbital gap: 9.4 eV
- F_max: 7.01 eV/A


The following is a quantum chemistry calculation of a cluster of 2 separate species, C2H3N5O in total in a non-equilibrium geometry, from OMol25.

Structure (XYZ):
```
11
Properties=species:S:1:pos:R:3:forces:R:3:nbo_charge:R:1
N -0.139 -0.708 2.602 1.925 1.288 -3.489 -0.70
C -0.485 -0.795 1.386 1.583 -0.113 1.321 0.71
N -0.694 -1.051 0.187 0.010 0.900 0.632 -0.61
C -0.624 -0.018 -0.849 0.090 -1.708 0.664 0.78
N -0.507 -0.495 -2.108 -2.241 -2.840 -2.488 -0.83
O -0.499 1.150 -0.668 -0.250 1.573 1.104 -0.60
H 0.953 -0.313 2.543 -3.494 -1.518 0.415 0.43
H -0.551 0.359 -2.723 -0.082 -1.832 0.371 0.42
H -1.039 -1.492 -2.446 2.116 4.052 1.433 0.42
N 1.787 1.530 1.704 0.260 4.054 -17.325 -0.07
N 1.798 1.834 0.372 0.082 -3.855 17.362 0.06
```
Positions in Å, forces in eV/Å.

Output
- SMILES string: N=C=NC(N)=O.N#N
- Relative energy (zero: lowest compared OMol25 entry of this formula, charge and spin): 4.1203 eV
- DFT total energy: -426.90620 Eh
- HOMO energy: -10.12 eV
- Orbital gap: 9.3 eV
- F_max: 17.79 eV/A


The following is a quantum chemistry calculation of an isolated molecule of C2H3N5O in a non-equilibrium geometry, from OMol25.

Structure (XYZ):
```
11
Properties=species:S:1:pos:R:3:forces:R:3:nbo_charge:R:1
O 2.581 -0.572 -0.014 0.724 -1.820 0.091 -0.52
N 1.762 0.468 0.075 -0.964 2.988 -0.331 -0.15
C 0.520 0.192 0.002 0.998 1.488 -0.136 0.17
C -0.545 1.184 -0.080 0.198 -1.339 0.962 0.02
N -1.742 0.727 -0.009 -0.422 2.904 -0.050 -0.21
N -1.949 -0.553 -0.005 -1.428 -2.022 0.378 -0.24
N -1.007 -1.492 -0.030 0.466 -0.253 0.228 0.05
N 0.184 -1.112 -0.033 -1.009 -3.064 -0.378 -0.22
H 3.426 -0.160 -0.158 0.600 0.147 0.081 0.48
H -0.345 2.238 0.000 -0.199 0.245 -0.284 0.22
H -2.885 -0.921 0.252 1.038 0.726 -0.562 0.40
```
Positions in Å, forces in eV/Å.

Output
- SMILES string: O/N=c1/cn[nH]nn1
- Relative energy (zero: lowest compared OMol25 entry of this formula, charge and spin): 5.0418 eV
- DFT total energy: -426.87234 Eh
- HOMO energy: -8.37 eV
- Orbital gap: 8.5 eV
- F_max: 3.25 eV/A


The following is a quantum chemistry calculation of an isolated molecule of C2H3N5O in a non-equilibrium geometry, from OMol25.

Structure (XYZ):
```
11
Properties=species:S:1:pos:R:3:forces:R:3:nbo_charge:R:1
H 3.153 0.081 -0.330 -2.151 -1.213 0.687 0.38
N 2.319 -0.579 -0.117 0.597 1.034 -1.292 -0.70
C 1.188 -0.005 -0.072 1.169 -0.145 1.856 0.65
N 0.010 -0.710 0.277 -2.743 5.810 -1.101 -0.63
C -1.294 -0.027 -0.116 -1.232 -0.976 1.782 0.46
N -2.551 -0.435 -0.140 3.996 -3.375 2.138 -0.55
H -2.531 -1.524 0.317 -0.133 3.375 -2.156 0.34
N -1.263 1.430 -0.060 2.830 -0.054 -0.438 -0.17
N -0.202 2.049 0.077 -1.117 -0.743 -0.268 0.21
O 1.108 1.358 0.048 -1.333 -0.097 -0.539 -0.40
H 0.061 -1.639 0.117 0.117 -3.616 -0.668 0.41
```
Positions in Å, forces in eV/Å.

Output
- SMILES string: [H]/N=c1/[nH]/c(=N\[H])nno1
- Relative energy (zero: lowest compared OMol25 entry of this formula, charge and spin): 4.3444 eV
- DFT total energy: -426.89797 Eh
- HOMO energy: -10.29 eV
- Orbital gap: 9.4 eV
- F_max: 6.52 eV/A


The following is a quantum chemistry calculation of a cluster of 2 separate species, C2H3NO in total in a non-equilibrium geometry, from OMol25.

Structure (XYZ):
```
7
Properties=species:S:1:pos:R:3:forces:R:3:nbo_charge:R:1
C 2.288 -0.406 0.902 -1.182 -0.336 0.262 -0.24
C 1.128 -0.677 1.060 0.465 0.182 -0.258 -0.23
H 3.307 -0.189 0.793 0.606 0.151 -0.080 0.23
H 0.086 -0.892 1.129 0.110 0.021 0.068 0.24
N -2.230 0.790 -0.887 -0.014 0.050 0.534 -0.01
O -1.378 0.466 -1.658 -0.759 0.139 -0.150 -0.23
H -3.201 0.909 -1.340 0.776 -0.206 -0.375 0.24
```
Positions in Å, forces in eV/Å.

Output
- SMILES string: C#C.N=O
- Relative energy (zero: lowest compared OMol25 entry of this formula, charge and spin): 4.8974 eV
- DFT total energy: -207.81769 Eh
- HOMO energy: -9.60 eV
- Orbital gap: 9.3 eV
- F_max: 1.26 eV/A


The following is a quantum chemistry calculation of a cluster of 2 separate species, C2H3NO in total in a non-equilibrium geometry, from OMol25.

Structure (XYZ):
```
7
Properties=species:S:1:pos:R:3:forces:R:3:nbo_charge:R:1
C -1.789 0.496 -0.195 -1.450 -1.156 1.109 -0.24
C -2.667 -0.257 0.203 2.386 1.503 -1.188 -0.24
H -0.982 1.184 -0.408 -0.580 -0.375 -0.048 0.24
H -3.302 -1.067 0.455 -0.347 0.028 0.120 0.23
N 2.271 0.306 0.289 -1.520 -2.136 -0.858 -0.01
O 1.589 -0.438 -0.420 1.643 1.758 1.737 -0.24
H 2.407 -0.186 1.246 -0.131 0.378 -0.871 0.25
```
Positions in Å, forces in eV/Å.

Output
- SMILES string: C#C.N=O
- Relative energy (zero: lowest compared OMol25 entry of this formula, charge and spin): 5.0065 eV
- DFT total energy: -207.81368 Eh
- HOMO energy: -9.95 eV
- Orbital gap: 9.3 eV
- F_max: 3.06 eV/A